No. 1
{
  "formula": "C26H54N2O15S2",
  "method": "wB97M-V/def2-TZVPD",
  "symbols": ["C", "C", "O", "N", "C", "H", "H", "H", "H", "H", "H", "H", "C", "C", "O", "N", "C", "H", "H", "H", "H", "H", "H", "H", "C", "C", "O", "C", "O", "O", "C", "H", "H", "H", "H", "H", "H", "H", "H", "C", "C", "O", "C", "O", "O", "C", "H", "H", "H", "H", "H", "H", "H", "H", "C", "C", "O", "C", "O", "O", "C", "H", "H", "H", "H", "H", "H", "H", "H", "C", "C", "C", "S", "O", "O", "C", "H", "H", "H", "H", "H", "H", "H", "H", "C", "C", "C", "S", "O", "O", "C", "H", "H", "H", "H", "H", "H", "H", "H"],
  "coordinates": [[-2.841, 0.531, -5.463], [-2.716, 0.659, -6.923], [-3.490, 0.080, -7.685], [-1.717, 1.286, -7.478], [-1.472, 1.479, -8.818], [-2.369, 1.336, -4.900], [-2.577, -0.424, -5.007], [-3.849, 0.421, -5.063], [-0.944, 1.530, -6.875], [-2.254, 1.140, -9.497], [-0.482, 1.045, -8.957], [-1.358, 2.552, -8.973], [4.856, -1.411, 4.672], [6.160, -2.141, 4.738], [6.672, -2.482, 3.695], [6.727, -2.279, 5.953], [8.007, -2.959, 6.135], [4.792, -1.142, 3.618], [4.846, -0.609, 5.410], [4.028, -2.105, 4.818], [6.434, -1.560, 6.599], [8.549, -3.597, 5.438], [8.109, -3.637, 6.982], [8.687, -2.149, 6.400], [3.109, 4.951, 1.629], [3.313, 3.489, 2.024], [4.772, 3.363, 2.150], [5.105, 2.296, 2.805], [4.363, 1.422, 3.276], [6.485, 2.317, 2.996], [6.956, 1.203, 3.768], [2.036, 5.147, 1.651], [3.479, 5.088, 0.613], [3.517, 5.696, 2.312], [2.853, 2.855, 1.266], [2.860, 3.451, 3.015], [6.798, 0.252, 3.259], [6.343, 1.027, 4.651], [8.018, 1.241, 4.012], [-1.172, -2.431, -1.590], [-0.844, -0.921, -1.836], [0.505, -0.478, -1.462], [0.752, -0.399, -0.172], [-0.008, -0.683, 0.759], [2.029, 0.006, -0.166], [2.801, -0.066, 1.059], [-1.676, -3.035, -2.345], [-1.727, -2.653, -0.679], [-0.256, -2.991, -1.406], [-1.631, -0.398, -1.293], [-0.938, -0.554, -2.858], [2.352, 0.599, 1.797], [3.786, 0.264, 0.727], [3.073, -1.073, 1.374], [0.825, -1.414, 4.419], [-0.521, -1.767, 3.558], [-1.708, -1.920, 4.325], [-1.905, -3.145, 4.738], [-1.157, -4.082, 4.523], [-2.787, -2.995, 5.739], [-3.146, -4.130, 6.664], [1.328, -2.339, 4.700], [0.695, -0.811, 5.318], [1.519, -0.879, 3.771], [-0.395, -2.380, 2.665], [-0.780, -0.780, 3.174], [-3.630, -3.728, 7.554], [-2.220, -4.639, 6.932], [-3.778, -4.939, 6.299], [-3.004, 3.734, -1.261], [-2.194, 2.945, -0.246], [-1.188, 3.892, 0.556], [-0.795, 5.170, -0.631], [0.649, 5.257, -0.990], [-1.281, 6.339, 0.048], [-1.988, 4.640, -1.972], [-3.827, 4.338, -0.879], [-3.455, 3.068, -1.996], [-1.499, 2.268, -0.742], [-2.857, 2.405, 0.430], [-0.275, 3.316, 0.709], [-1.809, 4.303, 1.353], [-1.383, 4.045, -2.657], [-2.329, 5.566, -2.435], [-5.667, -3.283, -5.933], [-5.912, -1.815, -6.055], [-6.272, -1.313, -4.624], [-5.240, -2.092, -3.372], [-6.112, -2.630, -2.318], [-4.002, -1.347, -3.174], [-4.907, -3.435, -4.634], [-5.348, -3.712, -6.882], [-6.673, -3.701, -5.881], [-6.672, -1.442, -6.742], [-4.993, -1.317, -6.363], [-7.233, -1.782, -4.412], [-6.290, -0.237, -4.450], [-4.810, -4.466, -4.294], [-3.825, -3.315, -4.686]],
  "multiplicity": 2,
  "homo_ev": [-10.67, -10.67],
  "total_energy_ev": -83187.23809,
  "fmax_ev_per_a": 4.60,
  "s_squared": 0.75,
  "charge": 1,
  "homo_lumo_gap_ev": [6.863, 1.722]
}

No. 2
{
  "formula": "C26H54N2O16",
  "method": "wB97M-V/def2-TZVPD",
  "symbols": ["C", "N", "O", "O", "H", "H", "H", "C", "N", "O", "O", "H", "H", "H", "C", "C", "O", "C", "C", "O", "H", "H", "H", "H", "H", "H", "H", "H", "C", "C", "O", "C", "C", "O", "H", "H", "H", "H", "H", "H", "H", "H", "C", "C", "O", "C", "C", "O", "H", "H", "H", "H", "H", "H", "H", "H", "C", "C", "O", "C", "C", "O", "H", "H", "H", "H", "H", "H", "H", "H", "C", "C", "O", "C", "C", "O", "H", "H", "H", "H", "H", "H", "H", "H", "C", "C", "O", "C", "C", "O", "H", "H", "H", "H", "H", "H", "H", "H"],
  "coordinates": [[-3.417, 1.932, -0.905], [-2.526, 2.979, -1.539], [-2.820, 3.362, -2.661], [-1.577, 3.425, -0.907], [-3.169, 1.746, 0.140], [-3.395, 1.039, -1.530], [-4.436, 2.321, -0.921], [1.306, 1.284, -0.175], [0.201, 0.258, -0.020], [-0.865, 0.438, -0.595], [0.451, -0.779, 0.608], [2.098, 1.118, 0.556], [0.863, 2.239, 0.106], [1.653, 1.284, -1.209], [-3.499, -0.814, -3.227], [-4.936, -1.145, -2.624], [-5.695, -1.640, -3.640], [-6.332, -0.909, -4.591], [-6.775, -1.747, -5.720], [-6.611, 0.278, -4.568], [-3.181, -1.484, -4.026], [-2.715, -0.926, -2.479], [-3.452, 0.187, -3.656], [-4.922, -1.979, -1.923], [-5.310, -0.190, -2.253], [-6.485, -1.146, -6.582], [-7.864, -1.779, -5.710], [-6.277, -2.716, -5.679], [2.560, 1.536, 4.021], [3.668, 1.567, 5.108], [3.604, 2.769, 5.770], [4.334, 2.987, 6.948], [4.080, 4.332, 7.540], [5.090, 2.196, 7.522], [2.173, 0.539, 3.811], [2.985, 1.991, 3.126], [1.695, 2.091, 4.383], [3.677, 0.672, 5.730], [4.660, 1.517, 4.660], [4.698, 5.002, 6.942], [4.369, 4.314, 8.591], [3.038, 4.600, 7.366], [0.090, -2.517, 3.896], [0.362, -3.889, 4.382], [1.724, -4.155, 4.673], [2.308, -3.582, 5.797], [3.742, -4.080, 5.848], [1.844, -2.865, 6.675], [0.394, -1.714, 4.567], [-0.984, -2.390, 3.766], [0.594, -2.305, 2.952], [-0.344, -4.110, 5.183], [0.037, -4.551, 3.580], [3.899, -4.906, 6.542], [4.422, -3.294, 6.176], [4.002, -4.539, 4.894], [3.335, -4.625, -2.790], [3.086, -3.148, -2.630], [1.659, -2.924, -2.873], [1.255, -1.681, -3.111], [-0.223, -1.503, -3.057], [1.944, -0.652, -3.080], [2.866, -5.301, -2.075], [4.403, -4.752, -2.612], [3.107, -4.955, -3.803], [3.388, -2.818, -1.636], [3.551, -2.627, -3.467], [-0.732, -2.370, -3.478], [-0.577, -0.583, -3.523], [-0.526, -1.457, -2.011], [-2.111, -3.122, 0.037], [-2.818, -1.977, 0.875], [-4.210, -2.265, 1.064], [-5.115, -1.339, 0.916], [-6.538, -1.899, 0.885], [-4.922, -0.130, 0.758], [-1.962, -4.068, 0.557], [-1.147, -2.648, -0.147], [-2.636, -3.198, -0.915], [-2.414, -1.884, 1.883], [-2.563, -1.044, 0.373], [-6.564, -2.983, 0.771], [-7.104, -1.379, 0.112], [-7.020, -1.663, 1.833], [4.904, 5.341, -5.027], [3.859, 6.433, -4.708], [2.786, 5.817, -4.082], [2.811, 5.354, -2.810], [1.664, 4.420, -2.532], [3.667, 5.616, -1.924], [5.750, 5.912, -5.409], [4.619, 4.724, -5.879], [5.312, 4.716, -4.233], [4.227, 7.211, -4.038], [3.574, 7.073, -5.542], [0.708, 4.783, -2.909], [1.661, 4.230, -1.459], [2.007, 3.511, -3.026]],
  "de_lowest_kj_mol": 243.6,
  "homo_ev": -10.13,
  "smiles": "C[N+](=O)[O-].C[N+](=O)[O-].CCOC(C)=O.CCOC(C)=O.CCOC(C)=O.CCOC(C)=O.CCOC(C)=O.CCOC(C)=O",
  "total_energy_ev": -63571.76793,
  "fmax_ev_per_a": 3.98,
  "charge": 0,
  "homo_lumo_gap_ev": 9.807
}

No. 3
{
  "formula": "C26H54N2O21S",
  "method": "wB97M-V/def2-TZVPD",
  "symbols": ["C", "N", "O", "O", "H", "H", "H", "C", "N", "O", "O", "H", "H", "H", "O", "S", "O", "C", "C", "C", "C", "H", "H", "H", "H", "H", "H", "H", "H", "C", "C", "O", "C", "O", "O", "C", "H", "H", "H", "H", "H", "H", "H", "H", "C", "C", "O", "C", "O", "O", "C", "H", "H", "H", "H", "H", "H", "H", "H", "C", "C", "O", "C", "O", "O", "C", "H", "H", "H", "H", "H", "H", "H", "H", "C", "C", "O", "C", "O", "O", "C", "H", "H", "H", "H", "H", "H", "H", "H", "C", "C", "O", "C", "O", "O", "C", "H", "H", "H", "H", "H", "H", "H", "H"],
  "coordinates": [[-2.119, -3.968, 3.554], [-3.210, -2.973, 3.726], [-4.199, -3.319, 4.301], [-3.146, -1.885, 3.196], [-1.239, -3.443, 3.109], [-2.638, -4.699, 2.890], [-1.749, -4.363, 4.474], [-0.392, 1.729, 1.090], [0.677, 1.003, 1.792], [1.574, 1.682, 2.239], [0.560, -0.211, 1.870], [-0.872, 2.540, 1.704], [-1.095, 0.992, 0.853], [0.008, 2.234, 0.203], [-4.018, -1.281, 0.279], [-4.443, 0.080, 0.581], [-3.455, 1.132, 0.615], [-5.824, 0.641, -0.535], [-7.044, 0.009, 0.175], [-6.947, 0.284, 1.675], [-5.438, 0.157, 2.071], [-5.602, 0.305, -1.582], [-5.900, 1.723, -0.460], [-7.897, 0.436, -0.226], [-6.962, -1.038, -0.084], [-7.580, -0.364, 2.370], [-7.270, 1.363, 1.831], [-5.316, -0.795, 2.592], [-5.193, 0.991, 2.696], [-4.713, 3.493, -2.621], [-3.586, 3.326, -1.650], [-3.064, 4.681, -1.349], [-1.756, 4.811, -1.531], [-0.954, 3.935, -1.689], [-1.454, 6.112, -1.631], [-0.116, 6.292, -2.030], [-5.226, 2.546, -2.591], [-4.318, 3.551, -3.583], [-5.344, 4.276, -2.339], [-2.785, 2.598, -2.024], [-3.826, 2.881, -0.707], [0.582, 5.812, -1.357], [-0.005, 7.341, -1.953], [0.122, 6.021, -3.048], [0.386, -2.378, -0.894], [-0.507, -3.306, 0.003], [-1.368, -4.000, -0.925], [-2.059, -4.985, -0.438], [-1.908, -5.531, 0.652], [-3.039, -5.219, -1.277], [-3.824, -6.305, -0.973], [0.964, -1.666, -0.327], [-0.275, -1.834, -1.642], [1.111, -2.926, -1.507], [-1.169, -2.691, 0.618], [0.159, -3.968, 0.602], [-4.069, -6.387, 0.041], [-3.358, -7.224, -1.226], [-4.717, -6.162, -1.583], [-0.292, 0.269, -4.640], [0.361, 1.396, -3.874], [0.572, 0.991, -2.492], [1.755, 0.411, -2.213], [2.464, -0.093, -3.007], [2.029, 0.470, -0.892], [3.332, -0.010, -0.437], [-1.270, 0.032, -4.297], [0.241, -0.666, -4.558], [-0.291, 0.519, -5.653], [-0.249, 2.292, -3.761], [1.357, 1.654, -4.241], [4.153, 0.486, -0.945], [3.390, -1.091, -0.615], [3.450, 0.283, 0.592], [4.179, 1.491, -6.104], [4.718, 2.155, -4.833], [3.672, 2.983, -4.275], [3.782, 3.221, -2.994], [4.703, 2.990, -2.268], [2.619, 3.732, -2.625], [2.501, 3.964, -1.207], [3.380, 0.795, -5.764], [5.007, 0.880, -6.464], [3.787, 2.214, -6.800], [5.634, 2.718, -5.027], [4.919, 1.349, -4.054], [3.207, 4.785, -0.953], [2.806, 3.176, -0.610], [1.439, 4.226, -0.994], [8.064, -4.294, 6.389], [7.300, -3.059, 6.846], [5.950, -3.242, 6.310], [5.371, -2.138, 5.812], [5.733, -1.003, 5.963], [4.217, -2.475, 5.200], [3.360, -1.395, 4.707], [8.166, -4.213, 5.304], [7.649, -5.228, 6.732], [9.114, -4.170, 6.817], [7.696, -2.131, 6.316], [7.259, -2.922, 7.931], [4.001, -0.527, 4.260], [2.762, -0.981, 5.506], [2.848, -1.901, 3.891]],
  "homo_ev": -10.53,
  "smiles": "C[N+](=O)[O-].C[N+](=O)[O-].O=S1(=O)CCCC1.CCOC(=O)OC.CCOC(=O)OC.CCOC(=O)OC.CCOC(=O)OC.CCOC(=O)OC",
  "total_energy_ev": -84643.94401,
  "fmax_ev_per_a": 2.84,
  "charge": 0,
  "homo_lumo_gap_ev": 10.859
}